# 1
The following is a quantum chemistry calculation of a cluster of 2 separate species, C13H16N6O2S in total at a distorted geometry, from the Open Molecules 2025 dataset.

**HOMO**: -7.79 eV
**E_LUMO**: 0.4 eV
**Charge**: 0
**Energy above the lowest of the compared OMol25 structures with the same formula, charge and spin**: 320.0 kcal/mol
**E_tot**: -1381.7596 hartree
**Frontier orbital gap**: 8.17 eV

```
38
Properties=species:S:1:pos:R:3:nbo_charge:R:1
C -0.195 0.679 -1.339 -0.292
H 3.613 0.607 1.231 0.261
C -1.683 1.044 -1.737 0.264
C -2.189 2.116 0.269 -0.095
H 0.559 0.336 -1.866 0.227
H 3.343 0.373 2.988 0.263
C -0.108 1.217 -0.006 0.195
H -1.461 1.650 -6.323 0.213
H 1.186 0.015 4.383 0.250
C -2.732 1.571 -0.887 -0.319
N 0.238 -1.964 1.173 -0.341
H -2.929 0.799 -3.401 0.366
N -0.931 -2.225 1.876 -0.069
H 1.722 0.255 -0.106 0.372
N -2.013 0.922 -3.081 -0.694
C -1.986 0.050 -5.563 -0.474
S 2.891 -1.547 1.516 0.267
C -0.932 1.852 0.829 -0.318
C 1.734 0.880 1.676 0.640
H -2.769 1.835 -5.618 0.201
H 2.189 -1.607 4.464 0.233
O 1.217 1.605 2.684 -0.699
C -1.136 0.260 -4.324 0.761
N 1.141 1.050 0.535 -0.550
C -2.312 1.276 -6.158 -0.590
C 1.352 -0.975 4.362 -0.368
C 2.971 0.139 2.003 -0.651
O 0.009 0.130 -4.077 -0.532
H -2.672 1.300 -7.090 0.218
H -0.879 2.051 1.800 0.253
C 1.091 -1.826 2.003 0.209
H 0.280 -1.302 5.318 0.193
H -3.505 1.958 -1.397 0.205
H -2.931 2.488 0.814 0.188
N -0.723 -1.807 2.979 -0.019
H -2.908 -0.468 -5.145 0.214
H -1.324 -0.571 -6.025 0.237
N 0.488 -1.677 3.242 -0.220
```



# 2
The following is a quantum chemistry calculation of a cluster of 4 separate species, C5H17NO4 in total at a distorted geometry, from the Open Molecules 2025 dataset.

**HOMO**: -9.37 eV
**SMILES string**: CCCNCC=O.O.O.O
**E_LUMO**: 0.2 eV
**Charge**: 0
**Energy above the lowest of the compared OMol25 structures with the same formula, charge and spin**: 70.0 kcal/mol
**E_tot**: -556.3227 hartree
**Frontier orbital gap**: 9.58 eV

```
27
Properties=species:S:1:pos:R:3:nbo_charge:R:1
H -0.383 -1.277 -2.495 0.494
N 0.152 0.789 0.273 -0.661
H 0.004 1.620 -0.365 0.361
H 1.558 -0.488 0.563 0.214
H -1.226 -2.914 1.608 0.476
H -0.247 1.839 2.273 0.184
C 1.973 2.730 -1.107 -0.654
H 0.230 -3.013 -1.239 0.472
C 1.622 0.551 0.321 -0.213
H 1.977 1.207 1.088 0.163
H 1.956 0.626 -1.908 0.256
C 2.252 1.183 -1.014 -0.415
O 0.185 -0.511 -2.549 -0.971
O -0.719 -2.722 -1.179 -0.999
O -0.431 -2.516 1.428 -0.918
H -0.660 -1.580 1.340 0.487
H 1.843 3.253 -0.161 0.208
H -0.361 0.009 2.197 0.204
H -0.191 0.007 -1.845 0.468
C -0.652 0.935 1.521 -0.326
O -2.547 -0.286 1.526 -0.516
H -2.735 1.678 1.206 0.138
H 1.189 2.968 -1.883 0.220
H 2.938 3.100 -1.292 0.227
C -2.084 0.809 1.304 0.416
H 3.307 1.059 -0.794 0.203
H -0.840 -2.591 -0.170 0.483
```



# 3
The following is a quantum chemistry calculation of a cluster of 3 separate species, C21H34N3O3 in total at a distorted geometry, from the Open Molecules 2025 dataset.

**HOMO**: -11.27 eV
**E_LUMO**: -4.7 eV
**Charge**: +1
**Energy above the lowest of the compared OMol25 structures with the same formula, charge and spin**: 96.2 kcal/mol
**E_tot**: -1210.0212 hartree
**Frontier orbital gap**: 6.52 eV

```
61
Properties=species:S:1:pos:R:3:nbo_charge:R:1
C 1.602 -0.857 5.716 -0.251
H 4.142 0.809 7.038 0.209
C -3.933 1.745 -6.599 -0.617
C 5.181 -0.089 -1.187 -0.215
H 1.571 2.292 4.863 0.182
C -1.766 -2.288 0.713 0.063
O 1.328 -3.294 0.909 -0.518
H -6.548 1.454 -4.738 0.185
C 1.540 -2.062 0.841 0.602
C 3.880 -0.260 -2.009 -0.200
H -1.320 -3.185 1.264 0.294
C -5.791 1.501 -3.951 -0.253
H 3.878 2.611 5.260 0.198
H 4.160 -1.661 2.035 0.240
H 5.493 0.996 5.918 0.227
C 2.654 -0.938 -1.323 -0.234
H 3.451 0.339 3.487 0.345
H 0.366 -1.199 2.560 0.284
C -2.778 0.228 -0.760 -0.201
H 2.521 -1.393 5.471 0.169
H -4.466 -1.289 -4.995 0.179
H 0.765 -1.532 5.518 0.182
H -3.298 -0.274 -6.779 0.199
H 1.586 -0.591 6.776 0.182
C 4.443 0.700 5.993 -0.616
O -4.986 0.331 -3.912 -0.572
H -2.698 1.079 -4.268 0.343
C -3.569 0.406 -5.964 -0.084
H -3.604 -3.145 0.117 0.456
O 1.458 0.278 4.876 -0.565
C 2.843 -1.407 0.141 -0.151
H 0.907 0.097 1.370 0.257
H -4.890 1.682 -7.124 0.210
H -6.299 1.593 -2.988 0.185
H 3.718 0.106 -3.076 0.244
H -5.164 2.385 -4.076 0.170
H -3.173 2.036 -7.330 0.229
H -2.096 -0.323 -4.759 0.345
H 4.393 -0.359 5.731 0.199
N -2.389 0.588 -5.108 -0.814
H 1.643 -1.100 -1.836 0.229
H 3.375 1.887 3.080 0.350
N -3.041 -2.273 0.061 -0.469
C 4.138 -1.273 0.968 -0.213
H -0.731 1.241 -0.126 0.274
H 1.860 1.591 6.446 0.174
C -4.736 -0.245 -5.193 -0.077
C 3.583 1.571 5.082 -0.084
N 3.883 1.242 3.683 -0.817
H -5.653 -0.271 -5.793 0.177
C 5.365 -0.588 0.267 -0.186
C 0.485 -0.975 1.435 -0.562
H 6.066 0.439 -1.680 0.240
H 6.319 -0.460 0.879 0.251
C -1.365 0.291 -0.068 -0.115
C -3.598 -1.126 -0.636 0.061
H -3.995 2.553 -5.868 0.200
H -3.235 1.118 -1.311 0.278
C -0.915 -0.999 0.678 0.001
C 2.072 1.465 5.378 -0.076
H -4.632 -1.199 -1.100 0.274
```



# 4
The following is a quantum chemistry calculation of a cluster of 2 separate species, CHClF2O2 in total at a distorted geometry, from the Open Molecules 2025 dataset.

**HOMO (alpha / beta)**: -9.69 / -9.66 eV
**E_LUMO (alpha / beta)**: -0.4 / -0.5 eV
**Charge**: 0
**Energy above the lowest of the compared OMol25 structures with the same formula, charge and spin**: 60.9 kcal/mol
**E_tot**: -848.9168 hartree
**Frontier orbital gap (alpha / beta)**: 9.24 / 9.20 eV

```
7
Properties=species:S:1:pos:R:3:nbo_charge:R:1
O 0.484 0.855 -0.251 -0.315
O 0.165 0.024 -1.290 -0.445
Cl 2.890 -1.158 0.068 0.068
C 2.484 0.496 0.213 0.806
F 2.584 1.024 1.339 -0.255
H 0.219 0.394 -2.146 0.452
F 3.082 1.237 -0.760 -0.311
```



> charge of number 1 (C13H16N6O2S)?

0



> Which of these has the highest energy above the lowest of the compared OMol25 structures with the same formula, charge and spin?

C13H16N6O2S